Computed, not measured: a structure of composition C54H46N3O4PtS2, with the ωB97M-V functional and the def2-TZVPD basis.

## Properties
* energy relative to the best compared isomer or geometry (same formula, charge and spin): 0.0 kJ/mol
* DFT total energy: -3466.16494 Eh
* HOMO-LUMO gap: 6.248 eV

Structure (ORCA input):
```
! wB97M-V def2-TZVPD RIJCOSX def2/J DEFGRID3
* xyz 1 1
Pt -0.5325 -0.1518 2.1807
C -5.1189 -5.1019 -3.4299
C -4.4408 -4.4551 -2.2553
C -3.0642 -4.5885 -2.0625
C -2.4359 -3.9986 -0.9805
C -3.1931 -3.2626 -0.0793
C -4.5639 -3.1330 -0.2387
C -5.1802 -3.7252 -1.3300
S -2.4526 -2.4540 1.3286
O -1.6118 -3.4214 2.0693
C -1.2412 -1.4782 0.3478
C 0.0786 -1.9910 0.3117
C 0.9835 -1.4781 -0.5836
C 0.6324 -0.4257 -1.4478
C 1.5853 0.1542 -2.3305
C 1.2414 1.2041 -3.1228
C -0.0755 1.7369 -3.0869
C -1.0143 1.2073 -2.2601
C -0.6880 0.1069 -1.4137
C -1.6258 -0.4528 -0.5260
C -3.0485 -0.0367 -0.4792
C -3.9445 -0.3352 -1.5494
C -3.5221 -1.0076 -2.7226
C -4.4183 -1.3084 -3.7067
C -5.7783 -0.9560 -3.5718
C -6.2151 -0.3208 -2.4456
C -5.3132 -0.0030 -1.4021
C -5.7657 0.6011 -0.2007
C -4.9063 0.8642 0.8218
C -3.5439 0.5412 0.6556
S -2.4508 1.0103 1.9815
O -3.2560 1.1489 3.1940
C -1.9675 2.6275 1.4230
C -2.8139 3.6901 1.7081
C -2.4727 4.9545 1.2617
C -1.2976 5.1700 0.5403
C -0.9207 6.5497 0.0818
C -0.4625 4.0852 0.2831
C -0.7837 2.8102 0.7216
H -4.4144 -5.2981 -4.2367
H -5.9205 -4.4711 -3.8143
H -5.5633 -6.0556 -3.1390
H -2.4810 -5.1608 -2.7735
H -1.3685 -4.1117 -0.8316
H -5.1400 -2.5589 0.4784
H -6.2493 -3.6160 -1.4675
H 0.3373 -2.7993 0.9833
H 1.9969 -1.8570 -0.5985
H 2.5925 -0.2439 -2.3407
H 1.9757 1.6459 -3.7833
H -0.3266 2.5757 -3.7228
H -2.0137 1.6223 -2.2266
H -2.4853 -1.2961 -2.8290
H -4.0863 -1.8268 -4.5966
H -6.4749 -1.1968 -4.3638
H -7.2592 -0.0578 -2.3297
H -6.8181 0.8355 -0.1001
H -5.2411 1.2947 1.7551
H -3.7158 3.5264 2.2836
H -3.1265 5.7903 1.4769
H -1.7940 7.1956 0.0082
H -0.4284 6.5202 -0.8895
H -0.2259 7.0092 0.7875
H 0.4606 4.2372 -0.2630
H -0.0991 1.9858 0.5418
C 6.7615 -1.1114 -4.1563
C 6.2674 -0.0660 -3.1939
C 6.5928 1.2687 -3.3967
C 6.1416 2.2517 -2.5296
C 5.3781 1.8976 -1.4330
C 5.0440 0.5641 -1.2117
N 4.2007 0.2625 -0.1150
C 4.5310 -0.5401 0.9533
C 5.8117 -1.0969 1.0770
C 6.1170 -1.9446 2.1221
C 5.1644 -2.2808 3.0795
C 3.9039 -1.7329 2.9767
C 3.5708 -0.8549 1.9431
C 2.2062 -0.2850 1.8939
O 1.2952 -0.9488 2.5521
O 1.9275 0.7489 1.2694
C 5.4666 -0.4317 -2.1023
C 5.0633 -1.8694 -1.9229
H 7.4524 -0.6769 -4.8766
H 5.9375 -1.5622 -4.7144
H 7.2769 -1.9214 -3.6373
H 7.2089 1.5390 -4.2454
H 6.4023 3.2882 -2.6980
H 5.0418 2.6450 -0.7252
H 3.3955 0.8527 0.0413
H 6.5691 -0.8380 0.3491
H 7.1190 -2.3487 2.1938
H 5.4098 -2.9516 3.8905
H 3.1403 -1.9710 3.7050
H 5.8690 -2.4626 -1.4833
H 4.8116 -2.3272 -2.8804
H 4.2069 -1.9582 -1.2594
N 0.0382 2.2055 7.8123
C -0.0810 1.7094 6.5661
C -0.3388 0.3462 6.3433
C -0.4549 -0.1211 5.0641
N -0.3425 0.6838 3.9927
C -0.0777 1.9862 4.1847
C 0.0559 2.5294 5.4333
H -0.0616 1.6138 8.6167
H 0.2229 3.1795 7.9673
H -0.4441 -0.3424 7.1699
H -0.6430 -1.1668 4.8623
H 0.0375 2.5893 3.2956
H 0.2718 3.5839 5.5327
*
```

Löwdin population analysis, charges in e, atoms 1 to 5: number 1, Pt, carries 1.0609; number 2, C, carries -0.0379; number 3, C, carries -0.2661; number 4, C, carries -0.0211; number 5, C, carries -0.0453